# 1
The following is a DFT calculation (ωB97M-V/def2-TZVPD) of a cluster of 2 separate species, C9H14 in total at a distorted geometry.

Results
HOMO level: -8.314 eV
Strongest force on any atom: 4.2 eV/A
Electronic energy: -9557.2989 eV
Energy relative to the best compared isomer or geometry (same formula, charge and spin): 66.47 kcal/mol
Kohn-Sham gap: 9.3 eV
SMILES: Cc1ccccc1.CC
E_LUMO: 0.97 eV

The geometry in XYZ format:
```
23
Properties=species:S:1:pos:R:3:forces:R:3
C 0.9612 1.2584 1.5899 1.60 -0.87 3.84
C 1.3721 0.9390 0.2311 -1.57 -0.75 -1.09
C 2.4035 1.5571 -0.4947 -1.41 -1.53 0.27
C 2.1121 1.5792 -1.8896 3.41 2.36 0.80
C 0.9141 1.2472 -2.3851 -1.80 -1.05 -0.05
C 0.0122 0.3866 -1.6761 2.30 -0.42 0.33
C 0.3592 0.0572 -0.3825 0.51 1.53 -0.67
H 0.6570 2.3195 1.8618 0.01 -1.32 -0.93
H 1.9532 1.1380 2.1600 -1.48 0.12 0.22
H 0.1825 0.4699 1.9746 1.48 1.77 -0.45
H 3.3294 1.9728 -0.0071 -1.34 -0.21 -0.70
H 2.9008 2.1341 -2.4851 -1.33 -0.71 0.29
H 0.6112 1.6679 -3.3048 -0.09 -0.14 -1.24
H -0.6899 -0.2134 -2.2057 -0.86 0.10 -0.38
H -0.1974 -0.7319 0.1878 0.79 1.57 -0.62
C -2.6610 -1.6237 0.4692 0.17 2.98 -0.33
C -1.6073 -2.3388 1.2434 2.17 -1.90 2.00
H -2.6072 -0.4918 0.5615 -0.38 -1.15 0.87
H -2.6428 -1.5854 -0.6245 0.69 -1.17 -0.06
H -3.6111 -2.0016 0.7254 -1.32 -0.06 0.38
H -1.5066 -3.3782 0.8212 0.04 0.83 0.63
H -1.6517 -2.4766 2.4569 -0.81 0.54 -3.00
H -0.5935 -1.8854 1.1720 -0.78 -0.53 -0.10
```
Positions in Å, forces in eV/Å.

# 2
The following is a DFT calculation (ωB97M-V/def2-TZVPD) of a cluster of 2 separate species, C9H14 in total at a distorted geometry.

Results
HOMO level (spin up / spin down): -14.102 / -14.100 eV
Strongest force on any atom: 6.1 eV/A
Electronic energy: -9549.6046 eV
⟨S²⟩: 0.768
2S+1: 2
Energy relative to the best compared isomer or geometry (same formula, charge and spin): 42.35 kcal/mol
Kohn-Sham gap (spin up / spin down): 9.8 / 5.8 eV
E_LUMO (spin up / spin down): -4.31 / -8.26 eV
Charge: +1

The geometry in XYZ format:
```
23
Properties=species:S:1:pos:R:3:forces:R:3
C -0.4145 -0.6104 -3.3433 -3.39 -1.89 -1.93
C 1.0453 -0.5912 -3.3464 2.35 0.29 1.21
H -0.8453 -0.3427 -4.3559 0.49 0.84 1.25
H -0.8505 -1.6135 -3.4250 0.35 -0.40 0.82
H -0.9684 -0.1440 -2.5494 -0.16 0.59 0.22
H 1.2000 -0.0437 -4.2761 1.54 -0.27 0.23
H 1.5723 -1.5968 -3.2589 -0.79 1.29 -0.58
H 1.4718 -0.0039 -2.4597 -0.32 -0.56 -1.43
C -0.4656 -0.0626 4.0500 -2.41 4.20 -3.70
C -0.3041 -0.6050 0.1974 -0.87 -0.61 1.68
C 0.1643 0.6490 -0.1774 1.11 0.93 -1.69
C -0.5038 -0.9095 1.5293 -0.26 1.35 -0.26
C -0.3072 0.1560 2.5292 0.31 -0.89 -0.04
C 0.4898 1.6727 0.7482 0.57 0.76 1.88
C 0.1592 1.4359 2.1097 0.57 0.01 -2.55
H -0.6602 -1.3128 -0.5114 0.24 -0.43 -0.76
H 0.3937 0.8690 -1.2575 -0.58 -0.34 1.29
H -0.9494 -1.8631 1.8035 0.27 0.17 0.17
H 1.0819 2.5927 0.3598 -1.46 -1.57 0.98
H -1.3770 -0.6380 4.1591 0.59 -0.81 0.90
H -0.7376 1.0565 4.2657 0.56 -2.18 0.79
H 0.2809 2.1703 2.8781 0.27 0.46 0.12
H 0.5244 -0.2647 4.3312 1.02 -0.95 1.42
```
Positions in Å, forces in eV/Å.

# 3
The following is a DFT calculation (ωB97M-V/def2-TZVPD) of a cluster of 2 separate species, C9H14 in total at a distorted geometry.

Results
HOMO level (spin up / spin down): -14.031 / -14.030 eV
Strongest force on any atom: 5.3 eV/A
Electronic energy: -9549.4564 eV
⟨S²⟩: 0.768
2S+1: 2
Energy relative to the best compared isomer or geometry (same formula, charge and spin): 45.77 kcal/mol
Kohn-Sham gap (spin up / spin down): 9.8 / 5.7 eV
E_LUMO (spin up / spin down): -4.20 / -8.38 eV
Charge: +1

The geometry in XYZ format:
```
23
Properties=species:S:1:pos:R:3:forces:R:3
C -1.1981 4.3848 -0.8509 0.12 -0.74 -2.48
C -0.0984 3.3903 -0.4670 -0.89 -2.32 -0.22
H -1.9556 3.7446 -1.4504 0.94 1.71 0.77
H -1.6695 4.9299 -0.0792 -0.71 -0.20 1.41
H -0.8000 5.2778 -1.4358 -0.28 -1.57 0.05
H 0.5338 3.7092 0.3135 1.31 0.94 0.45
H 0.4450 2.9883 -1.3682 -0.22 0.82 0.87
H -0.4718 2.4176 0.0333 -0.27 1.33 -0.86
C 1.7075 0.4991 0.8635 -2.65 -0.38 -1.37
C -0.3393 -1.9860 -1.2452 0.40 2.46 -0.77
C -0.8065 -2.9022 -0.2897 -0.77 -1.49 0.79
C 0.2855 -0.7887 -0.8269 0.12 -1.83 -2.09
C 0.7057 -0.6348 0.4974 1.42 1.08 -1.43
C -0.5373 -2.7627 1.0783 0.68 0.25 1.42
C 0.2254 -1.6490 1.3800 1.71 1.07 4.87
H -0.5173 -2.1459 -2.3427 0.24 0.05 1.34
H -1.3901 -3.7710 -0.5920 0.12 0.21 -0.19
H 0.7173 -0.2000 -1.6276 -0.29 0.46 0.22
H -0.8328 -3.5023 1.9188 0.41 1.36 -1.86
H 2.4040 0.3084 1.6170 2.20 -1.46 0.47
H 1.1766 1.0329 1.6277 -1.46 1.20 0.22
H 0.6755 -1.3342 2.4759 -1.73 -1.64 -2.36
H 2.0187 1.2404 0.0720 -0.38 -1.33 0.76
```
Positions in Å, forces in eV/Å.

# 4
The following is a DFT calculation (ωB97M-V/def2-TZVPD) of a cluster of 2 separate species, C9H14BN in total at a distorted geometry.

Results
HOMO level (spin up / spin down): -9.279 / -9.278 eV
Strongest force on any atom: 4.0 eV/A
Electronic energy: -11720.4545 eV
Energy relative to the best compared isomer or geometry (same formula, charge and spin): 124.84 kcal/mol
Kohn-Sham gap (spin up / spin down): 7.8 / 7.8 eV
E_LUMO (spin up / spin down): -1.52 / -1.52 eV

The geometry in XYZ format:
```
25
Properties=species:S:1:pos:R:3:forces:R:3
B 0.7282 -1.4243 0.1794 -2.58 2.29 -0.13
C 2.1617 -0.6576 -2.9381 -1.36 0.38 2.80
C 0.6428 1.2196 1.1334 1.87 -0.66 2.84
C -1.7423 0.3855 -0.5667 1.27 0.28 -0.06
C 0.0907 -0.0129 2.0085 2.73 1.87 -0.90
C -1.7762 -0.7669 0.4486 -2.82 -1.69 -0.84
C 1.4587 0.8649 -0.1153 1.34 3.21 -0.74
C -0.5179 0.1523 -1.5616 -0.65 0.35 -3.97
C -0.5171 -1.1321 1.1766 0.28 -0.01 0.84
C 0.6980 -0.1675 -0.7984 0.79 -1.60 -0.94
N 2.3296 -0.7209 -4.0730 0.30 -0.09 -1.20
H 1.5966 -2.0383 0.4733 1.85 -1.58 0.21
H -0.0850 1.9356 0.8426 -0.76 0.39 0.12
H 1.3649 1.7352 1.8785 -1.15 -0.44 -1.39
H -2.7035 0.5768 -1.0468 0.18 -0.77 -0.56
H -1.6494 1.3731 -0.0334 0.36 -1.11 -0.32
H 1.0908 -0.3752 2.5332 -2.51 0.61 -0.33
H -0.6598 0.5401 2.5835 0.23 -0.88 0.86
H -2.7121 -0.5035 1.0453 1.43 -0.64 0.13
H -2.0056 -1.8762 0.0478 -0.25 2.71 -0.17
H 1.5538 1.9446 -0.6361 -0.10 -2.70 0.43
H 2.4826 0.5348 0.1300 -0.50 0.03 -0.04
H -0.7229 -0.7781 -2.3317 0.23 2.30 2.09
H -0.2576 1.0762 -2.2986 -0.89 -2.01 1.86
H -0.8489 -1.8854 1.9189 0.72 -0.20 -0.58
```
Positions in Å, forces in eV/Å.

- Which value of electronic energy does entry 2 give?
  -9549.6046 eV

- What is the formula in the first record?
  C9H14

- Among the records above, which one has the lowest energy relative to the best compared isomer or geometry (same formula, charge and spin)?
  number 2